{
  "formula": "C4H7IS",
  "method": "wB97M-V/def2-TZVPD",
  "homo_lumo_gap_ev": [7.643, 6.947],
  "e_above_lowest_ev": 4.7608,
  "charge": 0,
  "e_lumo_ev": [-0.198, -0.730],
  "species": ["C", "C", "C", "C", "S", "I", "H", "H", "H", "H", "H", "H", "H"],
  "coordinates": [[0.51248, -2.23657, 0.67141], [-1.19345, 1.29882, -0.24060], [0.07534, 0.48631, -0.50201], [1.09976, 0.49601, 0.51672], [-0.57680, -2.39571, -0.44351], [3.01250, 0.41410, -0.22228], [0.83418, -3.22321, 1.31910], [-1.84405, 0.78028, 0.47384], [-0.98835, 2.19326, 0.18418], [-1.61646, 1.59125, -1.08470], [-0.49959, -0.51524, -0.73201], [0.43057, 0.82008, -1.41216], [0.75388, 0.29062, 1.47202]],
  "atomic_forces_ev_per_a": [[0.7, -2.1, 1.6], [1.3, -2.8, 3.5], [-1.6, 0.5, 0.8], [-1.0, -1.5, -2.6], [-0.2, -0.7, 0.0], [0.3, 0.0, 0.5], [-0.6, 2.5, -1.5], [-0.3, 0.1, -0.5], [1.0, 2.9, 1.8], [-2.4, 0.4, -4.0], [1.4, 0.3, 0.2], [1.1, 0.4, -2.1], [0.4, 0.0, 2.1]],
  "mulliken_charge": [-0.123, -1.538, 0.137, -0.697, -0.191, 0.060, 0.229, 0.317, 0.494, 0.443, -0.242, 0.470, 0.641]
}